Molecular formula: C60H161N19O21
Method: DFT, wB97M-V/def2-TZVPD

The calculation puts the LUMO energy at 0.623 eV. The HOMO energy comes out at -8.52 eV. As for the largest force on an atom: 2.97 eV/A. As for the HOMO-LUMO gap: 9.139 eV. Its energy relative to the best compared isomer or geometry (same formula, charge and spin) is 0.0 kJ/mol.

Last columns: bonded neighbours and bond lengths (Å).
Element x y z (Å)
1 C 4.3111 -1.2381 -0.6903  O2 1.221, N3 1.397, N4 1.336
2 O 4.4792 -0.6875 0.3862  C1 1.221
3 N 4.7463 -2.5477 -0.9108  C1 1.397, H5 1.001, H6 0.970
4 N 3.6651 -0.6261 -1.6868  C1 1.336, H7 1.011, H8 0.980
5 H 4.5881 -2.9353 -1.8201  N3 1.001
6 H 5.4291 -2.9124 -0.3258  N3 0.970
7 H 3.5503 -0.9469 -2.6386  N4 1.011
8 H 3.3938 0.3075 -1.5598  N4 0.980
9 C 4.2974 4.6275 -4.4031  O10 1.235, N11 1.403, N12 1.354
10 O 3.6004 4.3937 -5.3956  C9 1.235
11 N 5.0474 5.8061 -4.2691  C9 1.403, H13 0.976, H14 1.001
12 N 4.5259 3.8432 -3.3228  C9 1.354, H15 1.011, H16 1.026
13 H 4.8993 6.5170 -4.9218  N11 0.976
14 H 5.8996 5.6876 -3.7574  N11 1.001
15 H 4.5886 4.1910 -2.3753  N12 1.011
16 H 3.9613 2.9864 -3.3403  N12 1.026
17 C -3.7629 2.6934 -2.1176  O18 1.238, N19 1.369, N20 1.430
18 O -4.0996 2.9077 -3.2893  C17 1.238
19 N -2.4576 2.5452 -1.7321  C17 1.369, H21 1.029, H22 1.006
20 N -4.7588 2.4507 -1.1211  C17 1.430, H23 0.988, H24 1.018
21 H -1.8176 2.8000 -2.4963  N19 1.029
22 H -2.1700 2.2538 -0.8130  N19 1.006
23 H -5.6485 2.1728 -1.4502  N20 0.988
24 H -4.4803 2.0487 -0.2284  N20 1.018
25 C 1.8658 1.3567 -4.6577  O26 1.242, N27 1.358, N28 1.359
26 O 2.5477 1.5730 -3.6420  C25 1.242
27 N 2.1198 1.9214 -5.8668  C25 1.358, H29 1.020, H30 1.034
28 N 0.8843 0.4201 -4.5737  C25 1.359, H31 1.033, H32 1.036
29 H 1.4630 1.9665 -6.6453  N27 1.020
30 H 2.6460 2.8091 -5.7955  N27 1.034
31 H 0.5656 0.1352 -3.6329  N28 1.033
32 H 0.2085 0.3807 -5.3576  N28 1.036
33 C -3.6282 6.2912 0.3264  C34 1.526, H39 1.100, H40 1.099, H41 1.105
34 C -4.5743 6.0665 1.5026  C33 1.526, C35 1.560, N38 1.448, H42 1.091
35 C -3.8441 5.8603 2.8659  C34 1.560, O36 1.357, H43 1.143, H44 1.074
36 O -2.9670 4.8311 2.7579  C35 1.357, C37 1.430
37 C -2.2144 4.3464 3.8730  O36 1.430, H45 1.063, H46 1.090, H47 1.123
38 N -5.6043 7.0788 1.6099  C34 1.448, H48 1.009, H49 1.043
39 H -2.8415 5.5326 0.2056  C33 1.100
40 H -3.1557 7.2821 0.3783  C33 1.099
41 H -4.1821 6.3581 -0.6277  C33 1.105
42 H -5.1120 5.1672 1.1978  C34 1.091
43 H -4.6668 5.6432 3.6286  C35 1.143
44 H -3.3519 6.7473 3.2196  C35 1.074
45 H -2.7626 3.5833 4.3712  C37 1.063
46 H -2.0104 5.1289 4.6031  C37 1.090
47 H -1.2037 3.9792 3.5499  C37 1.123
48 H -6.3477 6.7851 2.2261  N38 1.009
49 H -5.1846 7.9236 2.0546  N38 1.043
50 C 0.9022 -2.0458 0.4413  C51 1.534, H56 1.089, H57 1.088, H58 1.108
51 C -0.0501 -0.8621 0.2288  C50 1.534, C52 1.497, N55 1.465, H59 1.093
52 C 0.3681 0.3309 1.0301  C51 1.497, O53 1.401, H60 1.113, H61 1.095
53 O -0.6672 1.2755 1.0432  C52 1.401, C54 1.444
54 C -0.1444 2.5428 1.4963  O53 1.444, H62 1.107, H63 1.083, H64 1.084
55 N -0.1200 -0.6561 -1.2201  C51 1.465, H65 1.027, H66 1.007
56 H 0.6787 -2.7055 -0.3957  C50 1.089
57 H 0.7800 -2.6313 1.3506  C50 1.088
58 H 1.9609 -1.7306 0.3558  C50 1.108
59 H -1.0755 -1.1290 0.4990  C51 1.093
60 H 1.3010 0.7768 0.6183  C52 1.113
61 H 0.5387 0.1002 2.0869  C52 1.095
62 H 0.2756 2.4743 2.5186  C54 1.107
63 H -0.9419 3.2563 1.3317  C54 1.083
64 H 0.6509 2.8950 0.8497  C54 1.084
65 H 0.6576 -0.0592 -1.5269  N55 1.027
66 H -0.9445 -0.1353 -1.4719  N55 1.007
67 C 2.5674 5.6413 -0.2757  C68 1.526, H73 1.118, H74 1.100, H75 1.115
68 C 1.2565 5.8866 0.4667  C67 1.526, C69 1.524, N72 1.450, H76 1.147
69 C 1.4528 6.0149 1.9721  C68 1.524, O70 1.410, H77 1.084, H78 1.077
70 O 2.1868 4.8715 2.3480  C69 1.410, C71 1.401
71 C 2.5764 4.9024 3.6935  O70 1.401, H79 1.091, H80 1.142, H81 1.108
72 N 0.6471 7.0727 -0.1018  C68 1.450, H82 1.027, H83 1.041
73 H 3.1085 4.7381 0.0999  C67 1.118
74 H 3.1554 6.5702 -0.3145  C67 1.100
75 H 2.3267 5.3589 -1.3277  C67 1.115
76 H 0.6022 4.9674 0.2627  C68 1.147
77 H 0.5370 5.9217 2.5442  C69 1.084
78 H 1.9447 6.9162 2.2986  C69 1.077
79 H 3.0505 3.9552 3.9562  C71 1.091
80 H 1.6861 5.1885 4.3484  C71 1.142
81 H 3.3196 5.7060 3.8656  C71 1.108
82 H 0.5832 6.8204 -1.0956  N72 1.027
83 H -0.3653 7.0419 0.1407  N72 1.041
84 C 6.4168 -2.5056 -4.8500  C85 1.495, H90 1.089, H91 1.143, H92 1.083
85 C 5.5222 -1.3252 -5.0531  C84 1.495, C86 1.464, N89 1.486, H93 1.092
86 C 4.0994 -1.6681 -5.1055  C85 1.464, O87 1.426, H94 1.100, H95 1.081
87 O 3.6643 -2.3457 -3.9286  C86 1.426, C88 1.421
88 C 2.4550 -3.0862 -4.0267  O87 1.421, H96 1.109, H97 1.096, H98 1.065
89 N 5.8391 -0.3447 -3.9823  C85 1.486, H99 1.014, H100 0.997
90 H 6.1302 -3.3422 -5.4851  C84 1.089
91 H 6.2519 -2.8480 -3.7720  C84 1.143
92 H 7.4412 -2.2076 -5.0359  C84 1.083
93 H 5.8070 -0.8485 -5.9931  C85 1.092
94 H 3.8791 -2.3736 -5.9196  C86 1.100
95 H 3.5043 -0.7761 -5.2438  C86 1.081
96 H 1.9183 -2.8561 -4.9694  C88 1.109
97 H 1.7443 -2.7417 -3.2663  C88 1.096
98 H 2.6610 -4.1292 -3.9696  C88 1.065
99 H 5.4775 -0.6409 -3.0829  N89 1.014
100 H 5.3955 0.5348 -4.1390  N89 0.997
101 C 3.8333 -2.1861 7.8884  C102 1.528, H107 1.113, H108 1.050, H109 1.106
102 C 2.4702 -1.5058 7.7708  C101 1.528, C103 1.573, N106 1.410, H110 1.073
103 C 2.4608 -0.4127 6.6392  C102 1.573, O104 1.432, H111 1.106, H112 1.073
104 O 1.2527 0.3499 6.7393  C103 1.432, C105 1.404
105 C 1.2435 1.3999 5.8076  O104 1.404, H113 1.084, H114 1.052, H115 1.083
106 N 1.4699 -2.4884 7.6226  C102 1.410, H116 1.001, H117 1.007
107 H 3.9404 -2.8389 6.9935  C101 1.113
108 H 4.0022 -2.7872 8.7327  C101 1.050
109 H 4.7155 -1.5205 7.8346  C101 1.106
110 H 2.2822 -0.9542 8.6712  C102 1.073
111 H 2.6211 -0.7257 5.5905  C103 1.106
112 H 3.2886 0.2288 6.8743  C103 1.073
113 H 1.6578 1.0927 4.8537  C105 1.084
114 H 1.8250 2.1931 6.1809  C105 1.052
115 H 0.1976 1.6740 5.7522  C105 1.083
116 H 0.5989 -2.0359 7.4254  N106 1.001
117 H 1.6539 -2.9461 6.7452  N106 1.007
118 C -7.7850 1.1697 -3.4154  O119 1.421, H127 1.060, H128 1.104, H129 1.119
119 O -7.0642 0.6443 -2.3089  C118 1.421, C120 1.401
120 C -7.5813 -0.5789 -1.8618  O119 1.401, C121 1.516, H130 1.078, H131 1.132
121 C -6.7903 -0.9737 -0.6305  C120 1.516, N122 1.466, H132 1.096, H133 1.105
122 N -5.3716 -1.0906 -0.9801  C121 1.466, C123 1.422, H134 1.019
123 C -4.5195 -1.5206 0.0740  N122 1.422, C124 1.576, H135 1.140, H136 1.112
124 C -4.6923 -0.7762 1.4528  C123 1.576, O125 1.421, H137 1.116, H138 1.134
125 O -4.3323 0.5960 1.3752  C124 1.421, C126 1.396
126 C -3.6119 0.9392 2.5207  O125 1.396, H139 1.116, H140 1.092, H141 1.086
127 H -7.6662 0.5984 -4.3003  C118 1.060
128 H -7.3770 2.1680 -3.6534  C118 1.104
129 H -8.8923 1.3145 -3.3423  C118 1.119
130 H -7.4999 -1.3586 -2.6013  C120 1.078
131 H -8.6740 -0.4104 -1.6181  C120 1.132
132 H -7.1373 -1.9570 -0.2939  C121 1.096
133 H -6.9281 -0.1934 0.1398  C121 1.105
134 H -5.0488 -0.1926 -1.3367  N122 1.019
135 H -3.4123 -1.4806 -0.1936  C123 1.140
136 H -4.8271 -2.5664 0.2938  C123 1.112
137 H -4.0986 -1.3018 2.2377  C124 1.116
138 H -5.7765 -0.7820 1.7836  C124 1.134
139 H -2.5755 0.5311 2.4514  C126 1.116
140 H -4.0897 0.6082 3.4451  C126 1.092
141 H -3.3872 1.9985 2.5989  C126 1.086
142 C -4.3149 -1.8413 5.6934  O143 1.359, H151 1.127, H152 1.078, H153 1.104
143 O -3.1796 -1.5863 4.9912  C142 1.359, C144 1.395
144 C -1.9655 -1.9612 5.5657  O143 1.395, C145 1.498, H154 1.074, H155 1.103
145 C -0.9955 -1.6413 4.4700  C144 1.498, N146 1.476, H156 1.065, H157 1.080
146 N -1.2224 -2.3452 3.1921  C145 1.476, C147 1.424, H158 1.017
147 C -0.9369 -3.7381 3.2778  N146 1.424, C148 1.514, H159 1.107, H160 1.104
148 C -1.5234 -4.4815 2.0971  C147 1.514, O149 1.462, H161 1.074, H162 1.092
149 O -2.9709 -4.3670 1.9287  C148 1.462, C150 1.450
150 C -3.6813 -5.0617 2.9854  O149 1.450, H163 1.104, H164 1.079, H165 1.094
151 H -4.3572 -2.9232 6.0067  C142 1.127
152 H -5.1752 -1.5734 5.1023  C142 1.078
153 H -4.4696 -1.3139 6.6514  C142 1.104
154 H -1.8574 -3.0097 5.7729  C144 1.074
155 H -1.8462 -1.4151 6.5170  C144 1.103
156 H -0.0164 -1.8396 4.8388  C145 1.065
157 H -1.0898 -0.5909 4.2382  C145 1.080
158 H -2.1713 -2.2452 2.8398  N146 1.017
159 H -1.3634 -4.1995 4.1890  C147 1.107
160 H 0.1482 -3.9251 3.1941  C147 1.104
161 H -1.2431 -5.4992 2.2926  C148 1.074
162 H -1.1079 -4.0650 1.1775  C148 1.092
163 H -3.5433 -4.5820 3.9707  C150 1.104
164 H -3.2542 -6.0445 3.1091  C150 1.079
165 H -4.7698 -5.0805 2.8790  C150 1.094
166 C -1.0025 4.0565 -4.9966  O167 1.424, H175 1.079, H176 1.069, H177 1.090
167 O -1.0452 4.6244 -3.6909  C166 1.424, C168 1.446
168 C 0.2484 4.7619 -3.0594  O167 1.446, C169 1.513, H178 1.132, H179 1.094
169 C 1.1805 5.8141 -3.6205  C168 1.513, N170 1.451, H180 1.032, H181 1.064
170 N 0.6608 7.1179 -3.2531  C169 1.451, C171 1.477, H182 1.005
171 C 1.5765 8.2738 -3.1757  N170 1.477, C172 1.545, H183 1.075, H184 1.098
172 C 2.0846 8.8570 -4.5137  C171 1.545, O173 1.447, H185 1.063, H186 1.084
173 O 2.7192 7.8199 -5.2982  C172 1.447, C174 1.349
174 C 3.0582 8.2117 -6.5441  O173 1.349, H187 1.143, H188 1.109, H189 1.113
175 H -0.4068 3.1676 -5.1342  C166 1.079
176 H -0.6605 4.7778 -5.7070  C166 1.069
177 H -2.0354 3.8270 -5.2598  C166 1.090
178 H 0.6613 3.7114 -2.9753  C168 1.132
179 H -0.0441 4.9815 -2.0285  C168 1.094
180 H 1.3077 5.6439 -4.6307  C169 1.032
181 H 2.1405 5.6025 -3.2127  C169 1.064
182 H -0.1388 7.3452 -3.8174  N170 1.005
183 H 2.4108 8.0882 -2.5230  C171 1.075
184 H 1.0183 9.0451 -2.6294  C171 1.098
185 H 2.7933 9.6044 -4.2521  C172 1.063
186 H 1.2520 9.2153 -5.1089  C172 1.084
187 H 3.9629 8.9098 -6.5415  C174 1.143
188 H 2.2433 8.7290 -7.0894  C174 1.109
189 H 3.3335 7.3134 -7.1413  C174 1.113
190 C 4.2334 -5.9597 -1.3281  O191 1.421, H199 1.111, H200 1.087, H201 1.087
191 O 3.3591 -6.4967 -0.3449  C190 1.421, C192 1.451
192 C 1.9674 -6.2365 -0.6628  O191 1.451, C193 1.552, H202 1.070, H203 1.082
193 C 1.1521 -6.5216 0.6268  C192 1.552, N194 1.504, H204 1.105, H205 1.100
194 N 0.8149 -7.9647 0.8826  C193 1.504, C195 1.445, H206 0.988
195 C -0.3030 -8.0562 1.7933  N194 1.445, C196 1.564, H207 1.084, H208 1.124
196 C -1.6265 -7.7852 1.0047  C195 1.564, O197 1.461, H209 1.111, H210 1.073
197 O -2.7079 -8.0195 1.9588  C196 1.461, C198 1.411
198 C -3.9913 -8.2498 1.4194  O197 1.411, H211 1.057, H212 1.096, H213 1.082
199 H 5.3011 -6.1581 -1.0956  C190 1.111
200 H 4.0597 -4.8888 -1.3909  C190 1.087
201 H 3.9824 -6.4217 -2.2792  C190 1.087
202 H 1.5652 -6.8625 -1.4315  C192 1.070
203 H 1.8082 -5.1925 -0.8986  C192 1.082
204 H 0.2360 -5.9039 0.6247  C193 1.105
205 H 1.8456 -6.2174 1.4245  C193 1.100
206 H 1.6056 -8.4844 1.1656  N194 0.988
207 H -0.1614 -7.3297 2.5854  C195 1.084
208 H -0.5031 -9.0803 2.2103  C195 1.124
209 H -1.6813 -8.5854 0.2356  C196 1.111
210 H -1.7735 -6.8236 0.5517  C196 1.073
211 H -4.0734 -9.1583 0.8859  C198 1.057
212 H -4.2296 -7.4175 0.7477  C198 1.096
213 H -4.6583 -8.1638 2.2668  C198 1.082
214 C -2.1300 -3.6014 -2.6626  O215 1.435, H223 1.096, H224 1.112, H225 1.109
215 O -2.1669 -2.3546 -3.3717  C214 1.435, C216 1.469
216 C -3.5823 -2.0054 -3.5566  O215 1.469, C217 1.475, H226 1.119, H227 1.097
217 C -3.6275 -0.5719 -3.8998  C216 1.475, N218 1.484, H228 1.125, H229 1.088
218 N -3.0612 -0.2954 -5.2434  C217 1.484, C219 1.482, H230 1.034
219 C -2.7097 1.1407 -5.3474  N218 1.482, C220 1.551, H231 1.140, H232 1.077
220 C -2.3297 1.5835 -6.7845  C219 1.551, O221 1.428, H233 1.085, H234 1.101
221 O -1.1412 0.8835 -7.1545  C220 1.428, C222 1.431
222 C -0.8418 1.0483 -8.5446  O221 1.431, H235 1.101, H236 1.124, H237 1.089
223 H -1.1158 -3.9004 -2.3738  C214 1.096
224 H -2.5532 -4.4610 -3.2270  C214 1.112
225 H -2.7106 -3.5441 -1.7192  C214 1.109
226 H -4.1930 -2.2539 -2.6526  C216 1.119
227 H -3.9664 -2.5829 -4.4060  C216 1.097
228 H -3.0844 -0.0454 -3.0674  C217 1.125
229 H -4.6300 -0.1550 -3.8242  C217 1.088
230 H -2.1772 -0.8306 -5.2821  N218 1.034
231 H -1.8454 1.4224 -4.6587  C219 1.140
232 H -3.5162 1.6918 -4.8943  C219 1.077
233 H -2.1481 2.6520 -6.8417  C220 1.085
234 H -3.0393 1.2877 -7.5720  C220 1.101
235 H -0.1641 0.2016 -8.7328  C222 1.101
236 H -0.4295 2.0807 -8.7129  C222 1.124
237 H -1.7495 0.8688 -9.1191  C222 1.089
238 C 5.3359 -1.2491 3.4762  O239 1.433, H247 1.082, H248 1.071, H249 1.075
239 O 4.3321 -2.0677 4.0881  C238 1.433, C240 1.423
240 C 3.3970 -2.5099 3.1115  O239 1.423, C241 1.478, H250 1.087, H251 1.100
241 C 3.3610 -3.9874 3.0763  C240 1.478, N242 1.431, H252 1.119, H253 1.126
242 N 2.8304 -4.4739 4.3128  C241 1.431, C243 1.474, H254 0.999
243 C 2.6893 -5.9249 4.5313  N242 1.474, C244 1.483, H255 1.093, H256 1.093
244 C 1.9640 -6.1842 5.7981  C243 1.483, O245 1.418, H257 1.113, H258 1.113
245 O 2.9592 -6.2092 6.8074  C244 1.418, C246 1.393
246 C 2.5235 -6.3453 8.1240  O245 1.393, H259 1.088, H260 1.111, H261 1.078
247 H 4.9983 -0.2249 3.3848  C238 1.082
248 H 5.6225 -1.5805 2.4993  C238 1.071
249 H 6.2557 -1.3114 4.0300  C238 1.075
250 H 3.6875 -2.0805 2.1562  C240 1.087
251 H 2.4314 -2.0385 3.3481  C240 1.100
252 H 4.4052 -4.3661 2.9370  C241 1.119
253 H 2.7785 -4.3934 2.2023  C241 1.126
254 H 3.3849 -4.1141 5.0622  N242 0.999
255 H 3.6248 -6.4894 4.5106  C243 1.093
256 H 2.1263 -6.3107 3.6781  C243 1.093
257 H 1.3978 -7.1429 5.7998  C244 1.113
258 H 1.1610 -5.4341 5.9743  C244 1.113
259 H 1.6996 -5.6855 8.3872  C246 1.088
260 H 3.3802 -6.1898 8.8142  C246 1.111
261 H 2.1092 -7.3306 8.2651  C246 1.078